The following is a DFT calculation (the ωB97M-V functional and the def2-TZVPD basis) of a 2-piece molecular cluster, C3H7NO overall at a distorted geometry.

Last columns: bonded neighbours and bond lengths (Å).
CARTESIAN COORDINATES (ANGSTROEM)
1 C -0.8443 0.2017 -0.1278  C2 1.378, N4 1.463, H5 1.019
2 C -2.1620 -0.0958 -0.4013  C1 1.378, H6 1.121, H7 1.017
3 C 0.1489 -1.9961 0.2554  N4 1.300, H8 1.021, H9 1.044
4 N 0.2437 -0.6993 0.2533  C1 1.463, C3 1.300
5 H -0.4925 1.1466 0.0217  C1 1.019
6 H -2.3203 -1.1829 -0.6258  C2 1.121
7 H -2.7951 0.6685 -0.6234  C2 1.017
8 H 0.9677 -2.5245 0.5615  C3 1.021
9 H -0.6600 -2.5729 -0.0665  C3 1.044
10 H 1.2289 1.9522 -0.0280  O12 0.926
11 H 2.4471 1.5379 0.7067  O12 0.994
12 O 2.1328 2.1514 -0.0097  H10 0.926, H11 0.994

Computed properties:
2S+1: 2
Kohn-Sham gap (alpha / beta) (eV): 4.60 / 7.92
Net charge: -1
E (Eh): -248.41054
HOMO level (alpha / beta) (eV): -0.08 / -3.42
Energy relative to the best compared isomer or geometry (same formula, charge and spin) (kcal per mole): 28.71